Entry from OMol25: a molecular structure, C36H32BrF3N5O4OsPSe at a distorted geometry (ωB97M-V/def2-TZVPD).

```
! RIJCOSX wB97M-V def2-TZVPD def2/J DEFGRID3
* xyz 0 1
Os -1.243 -0.405 0.693
Br 5.211 5.994 3.250
C 5.544 4.371 2.337
C 4.736 4.017 1.266
C 4.969 2.826 0.601
C 6.013 2.004 1.008
C 6.848 2.392 2.045
C 6.601 3.570 2.735
N 6.400 0.813 0.284
N 5.592 -0.085 0.020
C 4.266 -0.093 0.580
C 4.019 -0.001 1.928
C 2.716 -0.040 2.450
C 1.639 -0.184 1.598
O 0.387 -0.160 1.980
C 1.898 -0.386 0.215
N 0.788 -0.549 -0.545
C 0.927 -0.544 -1.848
C 2.183 -0.473 -2.481
C 3.317 -0.387 -1.724
C 3.195 -0.317 -0.317
H 3.931 4.667 0.954
H 4.336 2.549 -0.233
H 7.689 1.765 2.312
H 7.235 3.870 3.557
H 4.847 0.141 2.610
H 2.548 0.076 3.512
H 0.017 -0.588 -2.430
H 2.230 -0.486 -3.561
H 4.298 -0.338 -2.176
Se -2.851 0.699 1.886
F -3.550 -5.794 -3.165
C -4.008 -4.538 -3.279
F -3.763 -4.140 -4.537
F -5.333 -4.570 -3.112
C -3.336 -3.621 -2.289
C -4.066 -2.798 -1.460
C -3.390 -1.936 -0.616
N -2.041 -1.882 -0.546
C -1.345 -2.705 -1.352
C -1.953 -3.578 -2.225
H -5.145 -2.782 -1.476
H -3.923 -1.248 0.016
H -0.272 -2.660 -1.263
H -1.340 -4.216 -2.847
C 0.499 -3.638 1.419
O -0.057 -3.009 2.566
P -1.306 -2.013 2.434
O -1.464 -1.566 3.944
C -0.850 -0.432 4.569
O -2.488 -3.099 2.330
C -3.832 -2.791 2.712
H 1.221 -4.367 1.779
H 1.014 -2.907 0.791
H -0.271 -4.158 0.844
H -1.456 -0.207 5.442
H -0.821 0.423 3.899
H 0.162 -0.700 4.871
H -4.448 -3.626 2.383
H -4.175 -1.859 2.262
H -3.893 -2.691 3.795
C -4.894 0.498 -3.274
C -4.906 1.345 -2.169
C -3.766 1.514 -1.403
C -2.577 0.841 -1.713
C -2.577 0.011 -2.832
C -3.722 -0.161 -3.604
N -1.432 0.978 -0.879
C -0.828 2.233 -0.897
C -1.029 3.144 -1.947
C -0.335 4.342 -1.999
C 0.587 4.681 -1.018
C 0.798 3.787 0.023
C 0.105 2.590 0.090
H -5.784 0.366 -3.875
H -5.812 1.875 -1.903
H -3.773 2.165 -0.539
H -1.674 -0.517 -3.113
H -3.687 -0.815 -4.467
H -1.725 2.909 -2.742
H -0.518 5.017 -2.827
H 1.120 5.622 -1.059
H 1.500 4.028 0.814
H 0.271 1.937 0.935
*
```

The value obtained for the HOMO energy (spin up / spin down) is -6.81 / -6.82 eV. As for the lowest unoccupied orbital energy (spin up / spin down): -1.2 / -1.2 eV. As for the max |F|: 2.2 eV/A. Its energy above the lowest of the compared OMol25 structures with the same formula, charge and spin is 159.8 kJ/mol. For the orbital gap (spin up / spin down), the calculation gives 0.208 / 0.208 Ha.